# C4H19N2O6S

A cluster of 6 separate species, C4H19N2O6S in total (ωB97M-V/def2-TZVPD, the OMol25 dataset).

The geometry in XYZ format:
```
32
Properties=species:S:1:pos:R:3:forces:R:3
C 0.2442 -0.1194 0.3777 -0.076 0.095 3.120
N -1.2134 0.0855 0.4118 -2.414 0.362 -0.627
C -2.0389 0.3046 -0.6730 0.642 -1.108 -2.042
N -1.3556 0.1709 -1.9502 -4.701 -0.377 0.911
O -3.2871 0.5002 -0.7115 2.330 -0.144 1.337
C 0.7325 0.8684 1.4099 6.413 2.725 0.042
C 0.7348 0.4698 2.8796 1.462 1.671 -0.120
S 2.4259 -0.1922 3.3850 -1.390 0.013 0.476
H 0.5244 -1.1426 0.8077 -0.482 1.137 -0.858
H 0.8697 0.0859 -0.4699 -0.837 -0.117 -1.107
H -1.6289 0.2163 1.3809 0.788 -0.182 -1.976
H -0.3970 0.1027 -1.9972 2.177 -0.520 -0.116
H -1.9200 -0.4398 -2.6136 1.120 1.404 1.201
H 1.9875 0.9851 1.1834 -3.238 -0.635 0.436
H 0.6343 2.0116 1.3346 -1.253 -1.630 -0.657
H 0.4270 1.3427 3.4939 0.717 -0.180 -0.204
H -0.1193 -0.1122 2.9967 -1.223 -2.219 0.668
H 3.5506 -1.3365 0.9263 -1.067 -2.388 0.375
H 3.6575 -0.1716 1.8362 0.487 -0.547 -2.100
O 4.0367 -0.5544 0.8700 0.493 2.787 1.887
H 1.4954 -1.3377 -2.9324 0.419 0.242 0.202
H 0.3217 -1.5075 -3.8473 0.538 0.861 0.064
O 0.9918 -0.8339 -3.5884 -0.725 -1.177 -0.097
H -3.9563 -0.6606 -1.6836 -0.418 -0.757 -0.460
H -4.8260 -1.9396 -2.2148 0.019 0.303 0.322
O -4.0445 -1.4015 -2.3540 0.339 0.320 -0.093
H -3.5634 3.3685 1.5982 1.639 -0.182 0.464
H -2.0904 2.9431 1.8655 3.703 -4.229 -1.585
O -2.7004 3.5462 2.0497 -5.297 4.374 1.072
H 3.9105 -2.1843 -1.7936 0.987 0.029 -0.315
H 3.4153 -1.1573 -0.7118 0.634 0.474 0.045
O 3.1812 -1.9104 -1.2658 -1.785 -0.405 -0.265
```
Positions in Å, forces in eV/Å.

Strongest force on any atom: 0.1355 Eh/bohr
Total energy: -30557.0591 eV
Energy relative to the best compared isomer or geometry (same formula, charge and spin): 76.91 kcal per mole
HOMO-LUMO gap: 6.62 eV
Charge: -1



# C56H125N11O12

A cluster of 11 separate species, C56H125N11O12 in total (ωB97M-V/def2-TZVPD, the OMol25 dataset).

The geometry in XYZ format:
```
204
Properties=species:S:1:pos:R:3:forces:R:3
C 5.3802 1.5015 4.9607 0.831 1.120 -1.306
O 6.4223 2.3341 4.2540 -1.046 -1.218 0.484
C 6.3167 3.7078 4.5300 -0.777 0.789 1.137
C 7.3601 4.6526 3.8793 1.043 -0.661 0.130
N 7.2676 6.0562 4.1875 -1.295 2.020 -0.298
C 6.1227 6.7633 3.5744 -0.532 -0.269 0.769
C 5.8567 6.6014 2.0786 -1.654 0.650 0.400
O 5.0822 7.7460 1.4769 1.993 -1.259 -0.500
C 3.8840 8.1476 2.0678 -0.245 -0.565 1.411
H 5.0803 1.7852 5.9695 1.151 0.299 0.452
H 5.7705 0.4857 4.8974 -0.233 0.193 0.119
H 4.4024 1.6028 4.4898 0.155 -0.168 -0.849
H 6.3704 3.7751 5.6166 0.501 0.580 0.323
H 5.2966 4.0537 4.3631 -0.310 0.141 -0.674
H 7.4457 4.5910 2.7944 -0.125 -1.057 -0.155
H 8.3222 4.4613 4.3544 0.185 -0.931 -0.471
H 8.0656 6.5633 3.8322 0.617 -0.531 0.194
H 6.2237 7.8435 3.6792 0.126 -0.004 0.695
H 5.3167 6.3644 4.1903 -0.691 0.672 -0.328
H 5.2390 5.7149 1.9348 0.210 -0.222 -0.432
H 6.8453 6.5046 1.6300 -0.374 0.342 -0.803
H 3.1264 8.5572 1.3998 0.664 0.218 -0.620
H 4.1059 8.8658 2.8571 -0.275 0.252 0.094
H 3.3473 7.3233 2.5375 0.068 -0.390 0.226
C 0.4112 6.1174 8.6186 0.160 -0.897 -1.159
O 0.1070 5.0130 7.6713 0.384 1.180 1.597
C 0.0461 3.7380 8.2695 -2.991 -1.406 -1.024
C -1.3726 3.4580 8.9029 1.219 1.078 1.308
N -1.4879 2.0608 9.2703 -0.709 0.916 0.768
C -2.6746 1.7326 10.1488 1.674 -0.666 -1.174
C -4.0871 2.0630 9.6157 0.468 -1.229 -0.011
O -4.5131 3.2173 10.1698 -0.282 2.074 2.777
C -5.5114 3.9394 9.5125 1.413 0.945 -0.174
H 0.1113 7.0720 8.1863 0.095 -0.262 -0.536
H 1.4954 6.0898 8.7275 -0.033 0.255 0.422
H -0.1073 6.1153 9.5773 0.000 -0.755 0.056
H 0.8347 3.3265 8.8995 0.279 0.906 0.398
H -0.0359 3.0027 7.4691 0.770 0.228 -0.762
H -2.2219 3.8717 8.3592 0.171 -0.113 -0.964
H -1.3862 4.1063 9.7790 -0.197 -0.363 0.731
H -1.3582 1.5022 8.4389 -0.541 -0.398 0.095
H -2.4477 2.1982 11.1079 -0.483 0.371 -0.063
H -2.4936 0.6751 10.3414 -0.686 -0.219 -0.056
H -4.8678 1.3717 9.9330 0.374 -1.209 -0.483
H -4.0661 2.1710 8.5312 0.081 -0.369 -0.434
H -6.4817 3.4775 9.3304 0.201 -0.538 -0.213
H -4.9053 4.2322 8.6552 -1.289 0.504 -1.120
H -5.6800 4.8341 10.1119 -0.075 -0.032 0.000
C 0.9832 -5.4568 0.4313 0.465 0.476 0.503
O -0.1081 -6.0098 1.1254 -0.281 -0.656 -0.008
C -1.0466 -6.7121 0.3079 -0.579 -0.674 1.408
C -2.2443 -7.1829 1.1826 -0.221 0.385 0.047
N -3.1663 -8.1158 0.5019 0.692 -0.009 1.142
C -4.5717 -8.0409 0.9943 1.593 0.254 -1.323
C -5.2984 -9.1947 0.4001 -1.713 0.402 0.558
O -6.5344 -9.3363 1.2061 1.225 0.314 -0.339
C -7.0882 -10.6107 0.9944 0.720 -0.214 -0.536
H 1.5532 -6.1428 -0.1953 -0.637 -0.243 -0.643
H 1.7704 -5.1629 1.1255 -0.368 0.060 0.632
H 0.6788 -4.5238 -0.0430 0.045 -0.150 -0.651
H -0.6040 -7.6246 -0.0915 0.304 0.165 -0.563
H -1.4821 -6.0449 -0.4359 0.292 -0.075 -0.476
H -2.7235 -6.2585 1.5052 -0.532 0.291 -0.156
H -1.9865 -7.6400 2.1380 0.715 -0.168 -0.149
H -3.1010 -8.0598 -0.5045 -0.258 0.248 -0.048
H -4.9081 -7.0855 0.5917 -0.897 0.163 0.813
H -4.6905 -8.2037 2.0655 0.561 0.692 0.090
H -4.6172 -10.0453 0.4189 -0.403 -0.430 0.290
H -5.5487 -8.9619 -0.6349 -0.307 -0.335 -0.217
H -8.0036 -10.8587 1.5317 -0.116 0.844 0.045
H -6.3543 -11.3374 1.3428 0.060 -0.468 -0.328
H -7.2316 -10.6499 -0.0854 -0.358 -0.872 -0.104
C 3.1820 -0.4614 -11.1941 0.044 -0.970 2.384
O 4.2955 -1.0398 -11.8240 0.516 -0.553 -2.695
C 4.1105 -2.3619 -12.3878 0.531 0.356 -0.460
C 5.1254 -2.7832 -13.5337 -0.467 2.969 1.160
N 4.4295 -3.6647 -14.3929 0.427 -2.308 -0.952
C 4.8875 -3.6390 -15.7839 -0.891 2.049 -0.921
C 4.1291 -4.5660 -16.7453 1.364 -1.149 0.717
O 4.7725 -4.7631 -17.9979 -1.112 2.163 -0.703
C 5.7414 -5.7620 -18.1941 -0.790 0.503 1.416
H 3.1441 0.6254 -11.1187 0.923 0.000 -0.394
H 3.3835 -0.9011 -10.2173 -1.030 0.769 0.999
H 2.1449 -0.7193 -11.4085 0.157 -0.715 -1.080
H 3.1094 -2.4565 -12.8084 -0.004 0.132 -0.068
H 4.2360 -3.1546 -11.6502 -0.237 0.146 0.684
H 6.0857 -3.0720 -13.1064 0.004 -0.737 0.102
H 5.4143 -1.9118 -14.1212 -0.332 0.400 0.048
H 4.5769 -4.5988 -14.0382 -0.270 -0.412 0.028
H 5.9557 -3.5681 -15.9887 0.403 -0.786 0.358
H 4.5477 -2.6566 -16.1120 0.229 0.425 -0.128
H 3.1303 -4.1526 -16.8855 0.089 -0.270 -0.342
H 4.0738 -5.5250 -16.2301 -0.454 -0.495 -0.012
H 6.0829 -5.7224 -19.2285 -0.304 -0.173 0.096
H 5.1889 -6.6557 -17.9042 0.856 -0.828 -0.297
H 6.5798 -5.5383 -17.5344 0.347 -0.517 0.059
C -9.2855 1.1352 4.1295 1.548 1.764 -0.484
O -9.6944 2.5218 4.1524 -1.119 -0.728 0.449
C -8.8948 3.4810 3.5055 0.204 -0.792 0.339
C -9.5162 4.8589 3.5414 0.190 0.411 -1.324
N -8.4989 5.7277 2.8588 -1.324 0.583 0.663
C -8.5657 7.1885 3.2011 2.421 -1.166 -0.826
C -7.1684 7.8273 2.7560 0.068 -0.739 0.798
O -6.1717 7.1790 3.5526 -0.636 -0.803 1.085
C -4.8412 6.9718 3.1330 -0.696 0.259 -0.249
H -9.0259 0.8466 3.1109 -0.700 -0.339 -0.322
H -9.9804 0.4704 4.6425 -0.154 0.458 -0.261
H -8.3014 1.0941 4.5964 0.074 -0.262 0.614
H -8.7114 3.2134 2.4649 -0.138 -0.092 -0.303
H -7.9053 3.5327 3.9597 0.322 -0.093 0.392
H -9.8737 5.2022 4.5122 0.593 -0.059 0.447
H -10.4260 4.8121 2.9430 -0.067 0.149 -0.242
H -7.6039 5.3610 3.1495 0.300 0.446 0.117
H -8.5519 7.3278 4.2821 -0.411 0.151 0.207
H -9.4362 7.6468 2.7320 0.178 0.083 0.007
H -7.1232 8.8742 3.0563 -0.327 0.285 -0.447
H -6.8492 7.6722 1.7254 -0.709 0.166 -0.356
H -4.7913 6.4328 2.1868 -0.026 0.093 -0.328
H -4.3820 6.3228 3.8787 0.054 0.269 0.089
H -4.3306 7.9319 3.0583 0.363 -0.045 -0.061
C 3.0426 -8.3751 10.1038 -1.104 -0.702 0.841
O 1.5443 -8.4218 10.1502 1.786 0.433 -0.236
C 0.8650 -7.9047 11.3105 1.016 0.014 0.590
C 0.8446 -6.3412 11.4872 0.456 -1.434 -1.243
N 0.0701 -5.6147 10.4836 -0.717 0.958 0.550
C 0.1011 -6.0291 9.0932 0.141 -0.441 0.349
C -1.0784 -5.4573 8.3545 0.862 -0.811 0.352
O -2.2875 -6.0521 8.8411 2.970 0.198 -0.332
C -3.3214 -5.3961 8.2669 -3.023 0.299 0.617
H 3.4062 -9.0547 9.3330 -0.664 0.266 -0.447
H 3.5157 -8.8115 10.9835 -0.528 -0.068 0.641
H 3.5547 -7.4181 10.0038 -0.776 0.444 -0.323
H 1.2981 -8.4085 12.1746 0.671 0.435 0.476
H -0.1215 -8.3614 11.3905 -0.384 0.325 -0.988
H 1.8705 -5.9819 11.4066 0.278 -0.128 -0.123
H 0.6034 -6.1339 12.5298 -0.683 0.244 -0.206
H -0.9279 -5.5856 10.6359 -0.020 -0.132 1.072
H 0.0253 -7.1164 9.0811 0.345 -0.068 -0.767
H 0.9795 -5.6409 8.5776 0.362 -0.381 0.048
H -0.8918 -5.6705 7.3019 -0.455 -0.093 -0.294
H -1.0686 -4.3742 8.4770 -0.383 0.212 0.136
H -4.1202 -5.6152 8.9754 -0.686 0.408 -0.255
H -3.6722 -5.7672 7.3040 0.442 -0.117 -0.388
H -3.1921 -4.3146 8.2246 0.093 0.140 -0.077
C 0.1450 1.0948 -1.5602 -0.589 0.963 -0.578
C -0.2795 2.4455 -0.8494 0.197 -1.841 0.238
C 0.1690 2.4682 0.5943 1.140 0.323 1.301
C -0.4078 1.5281 1.5727 -1.735 -2.788 1.784
N -0.8706 0.7549 2.3406 1.584 2.692 -2.552
H -0.4266 1.0335 -2.4862 -0.286 -0.193 0.042
H -0.0294 0.1792 -0.9951 -0.211 0.261 0.267
H 1.1651 1.0421 -1.9406 0.284 0.431 0.525
H -1.3653 2.5245 -0.7963 -0.023 0.132 -0.645
H 0.1774 3.3043 -1.3412 -0.271 -0.067 -0.113
H 0.0658 3.4411 1.0747 -0.286 0.284 -0.247
H 1.2466 2.3102 0.6375 0.201 -0.191 -0.015
C 8.8968 -4.9695 -3.2461 -1.006 0.281 -0.726
C 8.5665 -5.3306 -4.7382 1.659 0.675 1.083
C 7.1043 -5.3758 -5.1197 -0.597 -0.752 -0.109
C 6.3948 -4.1744 -4.7538 2.044 -2.786 -1.118
N 5.8138 -3.2510 -4.5216 -2.326 3.756 1.084
H 8.4025 -4.0480 -2.9386 -0.409 -0.024 -0.090
H 9.9416 -4.7222 -3.0580 0.132 -0.663 -0.260
H 8.5185 -5.7749 -2.6167 0.340 0.053 0.253
H 9.1517 -6.2276 -4.9406 -0.596 -0.346 -0.307
H 9.0333 -4.5745 -5.3694 -0.026 0.151 -0.065
H 6.4716 -6.1551 -4.6949 0.520 -0.500 0.407
H 6.9608 -5.5277 -6.1895 0.259 0.157 -0.150
C -1.2070 -5.1295 -7.1386 -0.885 0.942 0.583
C -0.5918 -6.4166 -7.6475 2.484 2.316 0.434
C -1.4916 -7.5559 -7.7999 -2.212 -1.321 0.184
C -2.0890 -8.0912 -6.5211 -0.671 -0.830 2.378
N -2.6203 -8.4513 -5.5308 1.685 1.096 -3.096
H -1.8821 -5.2504 -6.2914 -0.113 -0.252 0.010
H -1.7574 -4.6056 -7.9201 -0.451 -0.439 -0.238
H -0.5539 -4.3115 -6.8343 0.780 -0.543 0.122
H 0.3054 -6.6895 -7.0919 -0.218 -0.170 0.669
H -0.0865 -6.0572 -8.5440 -0.431 -0.791 -0.817
H -1.0716 -8.3449 -8.4237 0.006 -0.200 0.355
H -2.4199 -7.2528 -8.2842 0.026 0.198 -0.567
C -6.6792 7.9445 -7.1123 -0.236 -1.389 -0.549
C -5.2869 7.8295 -6.5271 0.387 2.130 0.730
C -5.3035 8.6005 -5.1806 -1.260 -0.047 -0.618
C -4.1199 8.5450 -4.3995 2.411 -0.837 2.133
N -3.1783 8.4716 -3.7206 -1.343 0.206 -1.165
H -7.0656 8.8980 -7.4724 0.651 0.221 0.122
H -7.4121 7.5824 -6.3913 -0.063 -0.093 0.077
H -6.6955 7.2350 -7.9395 -0.412 0.136 -0.254
H -4.5420 8.3541 -7.1255 0.011 -0.307 -0.417
H -4.9442 6.8054 -6.3792 -0.276 0.026 0.021
H -6.1904 8.2334 -4.6639 0.300 -0.164 0.659
H -5.5020 9.6694 -5.2589 -0.166 0.114 -0.734
C 4.1202 7.8646 -5.6480 -1.185 1.850 0.258
C 4.1100 9.3991 -5.8487 1.210 -0.299 -0.269
C 5.5447 9.9292 -5.6114 0.022 0.470 -0.871
C 6.5787 9.6609 -6.6901 -2.639 -0.005 2.486
N 7.3731 9.4328 -7.4649 1.371 -0.298 -1.422
H 3.0525 7.6645 -5.7372 0.211 -1.200 -0.728
H 4.3000 7.6666 -4.5913 0.541 -0.116 -0.059
H 4.8578 7.4102 -6.3095 -0.554 -0.441 0.036
H 3.3921 9.8511 -5.1643 0.372 0.105 0.378
H 3.7665 9.7518 -6.8212 0.034 -0.505 -0.283
H 5.8667 9.4793 -4.6722 0.446 0.391 -0.028
H 5.5060 11.0179 -5.5747 0.168 0.045 0.508
```
Positions in Å, forces in eV/Å.

Strongest force on any atom: 0.0885 Eh/bohr
Total energy: -101041.7185 eV
SMILES: COCCNCCOC.COCCNCCOC.COCCNCCOC.COCCNCCOC.COCCNCCOC.COCCNCCOC.CCCC#N.CCCC#N.CCCC#N.CCCC#N.CCCC#N
HOMO-LUMO gap: 8.39 eV



# C24H22AsN4O7SV

A structure of composition C24H22AsN4O7SV (ωB97M-V/def2-TZVPD, the OMol25 dataset).

The geometry in XYZ format:
```
60
Properties=species:S:1:pos:R:3:forces:R:3
V -0.3611 0.4580 0.6394 -0.357 0.143 -0.128
O -3.1167 -0.8090 -2.3569 -0.034 0.050 0.005
As -1.9027 -1.6917 -1.4391 0.098 -0.023 -0.011
O -0.9531 -0.1985 -0.7728 0.110 0.112 0.076
O -0.3132 -1.1069 1.7262 0.206 -0.043 -0.058
C -2.9094 -2.0481 0.1855 -0.035 0.019 0.033
C -2.9791 -3.4236 0.3809 -0.010 -0.034 -0.004
C -3.6574 -3.9733 1.4641 0.000 0.023 0.003
C -4.2647 -3.1367 2.3789 0.013 0.011 -0.020
C -4.1877 -1.7568 2.2150 0.004 -0.010 0.015
C -3.5168 -1.2104 1.1354 -0.048 0.033 -0.031
S -3.4764 0.5753 1.0696 -0.088 -0.217 -0.011
O -3.7171 0.9695 -0.2869 0.068 0.005 -0.001
O -4.3295 1.0758 2.1010 0.012 -0.025 0.035
O -2.0292 0.8902 1.4691 0.064 0.264 -0.043
H -2.9400 -0.8866 -3.3022 0.018 -0.004 -0.003
H -2.4941 -4.0916 -0.3248 0.004 0.012 -0.001
H -3.7056 -5.0475 1.5814 -0.001 -0.001 0.002
H -4.8010 -3.5456 3.2245 0.001 0.000 0.002
H -4.6574 -1.0894 2.9237 -0.002 0.001 0.003
C 0.3512 2.2366 4.7330 0.013 -0.014 -0.018
C -0.2492 1.8918 3.5117 0.032 0.032 0.040
N 0.4431 1.3625 2.5241 -0.004 -0.054 -0.093
C 1.7621 1.1291 2.6971 -0.003 -0.015 -0.013
C 2.4452 1.4331 3.8725 0.008 -0.007 0.006
C 1.6903 2.0066 4.9147 -0.001 0.010 0.011
C 3.8541 1.1605 3.9499 -0.002 -0.002 -0.021
C 4.5171 0.6308 2.8987 -0.017 0.003 0.003
C 3.8333 0.3196 1.6731 0.027 -0.015 -0.002
C 4.4645 -0.2142 0.5337 -0.020 0.007 -0.020
C 3.7250 -0.4731 -0.5925 0.020 -0.004 0.026
C 2.3504 -0.2124 -0.5851 -0.011 -0.010 0.026
N 1.7400 0.3013 0.4688 0.120 -0.160 0.012
C 2.4632 0.5594 1.5851 -0.033 0.063 0.030
H -0.2539 2.6727 5.5145 -0.003 -0.001 -0.001
H -1.3070 2.0358 3.3321 -0.001 -0.003 -0.004
H 2.1745 2.2604 5.8495 -0.002 0.000 0.001
H 4.3759 1.3930 4.8692 0.002 0.000 -0.001
H 5.5792 0.4324 2.9598 0.000 -0.001 0.004
H 5.5280 -0.4168 0.5559 -0.002 -0.005 0.000
H 4.1780 -0.8904 -1.4797 0.000 0.001 -0.002
H 1.7292 -0.4409 -1.4397 0.004 0.005 -0.011
C 1.8946 3.6326 0.5220 0.024 -0.006 0.006
C 0.6105 3.4705 -0.2125 0.020 0.079 -0.078
N -0.2279 2.4450 -0.2236 -0.047 -0.186 0.128
C -1.2834 2.7935 -1.0560 -0.052 0.032 0.005
C -1.0689 4.0346 -1.5462 0.033 -0.011 -0.028
N 0.1322 4.4422 -1.0111 -0.051 -0.015 0.066
H 1.7549 3.5306 1.5974 -0.027 -0.002 -0.022
H 2.3011 4.6248 0.3332 0.017 -0.005 -0.002
H 2.6335 2.9010 0.1961 0.002 -0.010 0.000
H -2.1234 2.1364 -1.2079 0.006 0.001 0.005
H -1.6489 4.6518 -2.2076 0.003 -0.001 -0.002
H 0.5811 5.3289 -1.1660 -0.006 0.004 -0.001
C 0.2374 -3.3128 2.3877 0.003 -0.028 -0.011
C 0.1681 -2.2633 1.3128 -0.056 -0.038 0.089
O 0.5213 -2.4695 0.1632 -0.011 0.024 0.001
H 0.1609 -4.3010 1.9415 0.007 0.001 -0.002
H -0.5405 -3.1592 3.1315 -0.002 0.001 -0.001
H 1.2084 -3.2381 2.8821 -0.009 0.014 0.015
```
Positions in Å, forces in eV/Å.

Strongest force on any atom: 0.0079 Eh/bohr
Total energy: -142899.3739 eV
Energy relative to the best compared isomer or geometry (same formula, charge and spin): 0.00 kcal per mole
Multiplicity: 2
HOMO-LUMO gap (alpha / beta): 7.94 / 8.19 eV
Charge: +1



What is the strongest force on any atom in the second record? 0.0885 Eh/bohr



What is the formula in the second record? C56H125N11O12



total energy of number 1 (C4H19N2O6S)? -30557.0591 eV